Density functional theory data (ωB97M-V with the def2-TZVPD basis set) for a molecular structure, C30H46BrN3P2Pd in a non-equilibrium geometry.

Positions of all 83 atoms, in Å:
N -1.90 -5.32 -3.83
C -1.61 -5.69 -2.58
C -1.11 -4.78 -1.63
C -0.95 -3.41 -1.99
C -1.32 -3.04 -3.32
C -1.78 -4.04 -4.20
C -0.66 -2.45 -0.97
Pd 0.13 -0.22 0.00
P -0.77 3.27 1.46
C -1.18 -1.11 -1.15
C -2.48 -0.87 -0.48
C -3.16 0.30 -0.82
C -4.45 0.51 -0.33
C -4.91 -0.34 0.68
C -4.24 -1.53 1.02
C -3.00 -1.80 0.44
Br -6.39 0.17 1.68
H -0.30 -2.80 0.00
H -1.08 -0.67 -2.14
H -0.89 -5.11 -0.61
H -1.33 -1.99 -3.60
H -1.77 -6.74 -2.30
H -2.05 -3.76 -5.22
H -2.65 1.02 -1.45
H -2.45 -2.70 0.75
H -5.08 1.33 -0.69
H -4.72 -2.22 1.72
P 1.91 0.40 -1.32
C -2.12 2.12 1.83
C -3.36 2.89 2.31
H -1.78 1.42 2.60
H -2.34 1.54 0.93
H -4.07 2.20 2.77
H -3.06 3.65 3.05
H -3.87 3.40 1.48
C -0.83 3.72 -0.30
C -1.27 5.17 -0.55
H -1.52 3.01 -0.78
H 0.19 3.57 -0.71
H -1.57 5.29 -1.59
H -2.11 5.47 0.09
H -0.44 5.87 -0.37
C 0.82 2.54 1.94
C 1.43 3.41 3.04
H 1.46 2.53 1.05
H 0.65 1.51 2.26
H 2.50 3.20 3.17
H 1.32 4.48 2.81
H 0.93 3.22 4.00
C 3.21 1.12 -0.24
C 4.63 1.11 -0.80
H 3.17 0.57 0.71
H 2.90 2.15 -0.01
H 5.05 0.10 -0.81
H 4.67 1.51 -1.81
H 5.27 1.74 -0.18
C 1.08 1.75 -2.28
C 0.73 1.59 -3.76
H 1.71 2.63 -2.11
H 0.13 1.90 -1.74
H 1.61 1.42 -4.40
H 0.01 0.78 -3.94
H 0.27 2.53 -4.10
C 2.81 -0.53 -2.59
C 3.41 -1.90 -2.30
H 3.64 0.14 -2.90
H 2.10 -0.62 -3.42
H 3.78 -2.29 -3.27
H 4.28 -1.87 -1.63
H 2.67 -2.62 -1.91
N 2.28 -2.78 5.37
C 1.89 -2.46 4.11
C 2.83 -2.29 3.06
C 2.43 -1.64 1.87
N 1.14 -1.30 1.66
C 0.20 -1.62 2.58
C 0.53 -2.20 3.80
H 3.25 -2.96 5.58
H 1.64 -2.79 6.16
H 3.86 -2.60 3.23
H 3.17 -1.41 1.10
H -0.83 -1.37 2.29
H -0.27 -2.39 4.52

Results
Net charge = 0
Orbital gap (spin up / spin down) = 5.3 / 5.3 eV
HOMO energy (spin up / spin down) = -5.61 / -5.61 eV
Lowest unoccupied orbital energy (spin up / spin down) = -0.32 / -0.32 eV